[1]
20
Properties=species:S:1:pos:R:3:mulliken_charge:R:1 method="wB97M-V/def2-TZVPD" mol_weight_g_mol=99.177 total_charge=0 e_lumo_ev=1.072 de_lowest_ev=5.035 homo_ev=-7.983 max_force_ha_per_bohr=0.0828 total_energy_ha=-290.97372
C -1.23287 1.74347 0.61269 -1.382
C -0.70334 0.33887 0.75645 0.254
N -0.76291 -0.55302 -0.41702 -0.314
C -1.25304 -1.91445 -0.31386 -0.929
C 0.48465 -0.20708 0.09508 0.558
C 1.56109 -1.06479 0.60104 -1.159
C 1.28505 1.13991 -1.19376 -1.465
H -2.30624 1.75790 0.83984 0.358
H -0.72798 2.42100 1.31278 0.299
H -1.09251 2.11303 -0.40646 0.357
H -0.90423 -0.12909 1.72558 0.440
H -0.89691 -2.48817 -1.17937 0.281
H -0.94166 -2.43491 0.60616 0.357
H -2.34714 -1.87815 -0.35195 0.306
H 1.93067 -0.05415 -0.06037 0.319
H 1.89303 -0.98763 1.63586 0.287
H 1.82068 -1.99034 0.07353 0.300
H 0.49616 1.25190 -1.93674 0.418
H 2.21816 0.84928 -1.73478 0.438
H 1.47935 2.08643 -0.66469 0.276

***

[2]
57
Properties=species:S:1:pos:R:3:mulliken_charge:R:1 method="wB97M-V/def2-TZVPD" mol_weight_g_mol=417.462 total_charge=0 e_lumo_ev=0.159 de_lowest_ev=0.914 homo_ev=-8.398 max_force_ha_per_bohr=0.0257 total_energy_ha=-1432.19403
C 3.11802 3.93418 -0.65585 -1.031
C 3.10466 2.80088 -1.67857 -1.022
N 2.73466 1.53765 -1.06695 0.162
C 1.45058 1.14830 -1.13116 0.097
C 0.94755 0.01132 -0.57566 -0.566
C -0.50386 -0.24285 -0.78592 0.188
O -1.19963 0.54125 -1.43402 -0.907
N -0.97632 -1.36049 -0.22787 0.070
C -2.33439 -1.82799 -0.41327 -0.396
C -3.24400 -1.09508 0.59725 0.198
O -3.74052 -1.62335 1.57070 -0.698
N -3.40264 0.20017 0.27652 0.063
C -4.16043 1.12100 1.08871 -0.989
C -5.23932 1.82181 0.26035 -0.278
C -6.14759 2.70787 1.11747 -0.588
O -5.49055 3.83033 1.65615 -0.514
C -2.41271 -3.35099 -0.26324 0.635
C -1.38675 -4.04212 -1.15949 -1.463
C -3.82096 -3.83134 -0.60721 -1.615
C 1.81827 -0.88240 0.15646 1.766
O 1.45738 -1.93661 0.68384 -0.887
C 3.21264 -0.42928 0.23103 0.161
C 4.11053 -1.24897 0.94097 -1.385
C 5.40990 -0.85112 1.03431 0.899
C 5.83900 0.34661 0.44023 0.504
C 4.99252 1.16476 -0.25437 -1.268
C 3.64400 0.76947 -0.36932 0.478
O 7.16736 0.51990 0.67985 -0.509
C 7.57765 -0.60121 1.43915 -0.281
O 6.47123 -1.44700 1.65523 -0.493
H 3.82909 3.73220 0.14088 0.349
H 2.13134 4.04927 -0.21381 0.319
H 3.39209 4.86671 -1.14114 0.378
H 4.07854 2.69978 -2.16128 0.417
H 2.37036 3.02168 -2.45610 0.445
H 0.76914 1.78804 -1.67647 0.467
H -0.32863 -1.91608 0.33077 0.455
H -2.64905 -1.53168 -1.42346 0.480
H -2.86936 0.57223 -0.50597 0.253
H -3.47831 1.86043 1.52807 0.318
H -4.61423 0.53339 1.89224 0.397
H -4.76486 2.43425 -0.50888 0.285
H -5.85494 1.06710 -0.23063 0.282
H -6.95051 3.11675 0.49954 0.334
H -6.59856 2.10523 1.91882 0.311
H -4.79767 3.52653 2.25198 0.322
H -2.20667 -3.59436 0.78370 0.259
H -1.49173 -5.12114 -1.07610 0.434
H -1.54459 -3.76157 -2.19947 0.327
H -0.36938 -3.77935 -0.88197 0.279
H -3.88522 -4.91078 -0.49465 0.427
H -4.07064 -3.57646 -1.63572 0.359
H -4.54904 -3.37394 0.05579 0.379
H 3.74030 -2.15794 1.38469 0.523
H 5.37488 2.07303 -0.68335 0.359
H 7.97984 -0.26088 2.40611 0.256
H 8.36152 -1.14715 0.89111 0.253

***

[3]
31
Properties=species:S:1:pos:R:3:mulliken_charge:R:1 method="wB97M-V/def2-TZVPD" mol_weight_g_mol=844.490 total_charge=-4 e_lumo_ev=3.607 homo_ev=1.926 max_force_ha_per_bohr=0.2806 total_energy_ha=-17004.07827
Be -3.45764 -0.38484 -1.16044 0.976
Be 1.66552 -2.60695 -2.56273 0.774
Be 1.09565 2.12439 -2.22919 0.938
Be -0.08341 -0.33624 2.51318 0.883
Br 4.01065 2.44035 -1.17182 -0.516
Br 3.69491 -2.30500 3.14701 -0.697
Br -0.85568 -3.54084 2.97674 -0.705
Br 0.56242 -0.70332 -0.33652 0.001
Br -1.76666 0.90556 -3.65079 -0.619
Br 2.29015 -4.66863 0.01496 -0.505
N -2.93176 0.51489 2.35848 1.137
O -2.31528 0.35401 3.39157 -0.566
O -2.65323 0.02885 1.29342 -0.580
O -3.80566 1.27478 2.42735 -0.659
N -0.27473 3.20794 3.30194 0.915
O 0.38053 4.16671 3.13987 -0.681
O -1.17488 3.36446 3.93253 -0.600
O 0.04895 2.00865 3.07200 -0.549
N 5.00898 -1.33583 -1.18994 0.906
O 4.02568 -1.75008 -1.59366 -0.378
O 4.92788 -0.98564 -0.10837 -0.510
O 5.80736 -0.84771 -1.93531 -0.711
N -2.00346 -3.55958 -2.41923 0.732
O -2.60687 -4.64540 -2.59181 -0.608
O -2.54374 -2.69021 -1.79219 -0.469
O -0.76699 -3.65948 -2.58210 -0.472
N -2.09737 3.36024 -0.77038 0.954
O -2.06607 4.55122 -0.81392 -0.656
O -0.99864 2.75678 -0.76273 -0.501
O -3.20989 2.89776 -0.68007 -0.559
F 2.09319 0.06304 -3.21786 -0.676

***

[4]
158
Properties=species:S:1:pos:R:3:mulliken_charge:R:1 method="wB97M-V/def2-TZVPD" mol_weight_g_mol=1334.964 total_charge=+1 e_lumo_ev=-2.900 de_lowest_ev=0.000 homo_ev=-11.218 max_force_ha_per_bohr=0.0907 total_energy_ha=-5057.53747
C 0.12163 -2.03518 1.58620 -1.828
C -0.90274 -2.05446 2.73706 -0.884
C -1.37476 -0.70171 3.37352 0.553
C -2.89207 -0.82493 3.74508 -1.734
N -0.98121 0.58028 2.75341 1.603
C -1.67007 1.04028 1.49555 -0.537
C -2.43196 -0.01150 0.64813 -1.175
C -4.00611 0.12071 0.78251 -0.902
C -4.61865 -1.28260 0.50164 -1.388
I -6.64548 -1.43722 1.25975 0.010
C -0.72671 1.95689 0.59243 3.008
C 0.14481 1.09868 -0.39174 -0.125
C -0.21245 1.21770 -1.91414 0.162
C 0.64310 0.14592 -2.67404 -0.060
C -0.11074 -0.18681 -4.00272 -1.199
N 0.32258 -1.45217 -4.64064 -0.312
C 1.67368 -1.30998 -5.13531 0.141
N 1.93186 -0.49447 -6.04222 -0.406
N 2.72913 -2.10478 -4.60236 -0.371
C -1.54609 3.10555 -0.07575 -2.975
C -2.81136 2.85624 -0.91164 -1.569
C -4.10222 3.45834 -0.31532 0.464
F -4.06804 4.77435 -0.63570 -0.311
F -4.16391 3.40364 1.01472 -0.042
F -5.19853 2.97737 -0.87373 -0.296
C 0.32130 2.80226 1.46001 -2.238
C 0.45071 2.48019 2.99319 -0.581
C 1.03144 3.72981 3.72151 -0.191
C 2.19811 4.37700 2.95538 -0.084
O 3.29649 4.10047 3.21523 -0.524
O 1.96271 5.30084 1.97392 -0.349
C 2.96675 5.32644 0.97598 0.620
C 3.32290 4.08872 0.17042 -0.747
O 3.46702 6.33252 0.76868 -0.463
C -0.75023 1.76777 3.63984 0.784
O -1.92651 2.55350 3.89635 -0.235
N -1.98678 3.77974 3.23884 0.407
O -2.73858 4.47782 3.78494 -0.541
P -0.24434 1.39306 5.46478 0.040
C -0.34331 2.97779 6.48239 -1.075
C -1.66842 0.51997 6.34626 -0.891
H 0.64446 -2.99850 1.57639 0.990
H 0.91840 -1.26936 1.68424 0.079
H -0.33237 -1.94497 0.58749 -0.035
H -0.54644 -2.79140 3.47172 1.322
H -1.80902 -2.52854 2.33741 0.286
H -0.89103 -0.84458 4.35202 0.363
H -3.01269 -1.28006 4.73488 0.435
H -3.34144 0.18536 3.80193 0.223
H -3.47040 -1.37650 2.99730 0.054
H -0.03217 0.37622 2.39924 -0.037
H -2.49011 1.75044 1.69201 0.661
H -2.25501 -1.07316 0.83709 0.454
H -2.27117 0.07809 -0.43734 -0.049
H -4.43508 0.77329 0.01365 0.469
H -4.30194 0.48610 1.77320 0.557
H -4.06041 -2.09618 0.98317 0.359
H -4.61602 -1.48668 -0.57833 0.634
H 0.05832 0.01772 -0.19469 -1.279
H 1.22358 1.30741 -0.36310 0.384
H -0.02791 2.23585 -2.28553 0.281
H -1.26423 0.97817 -2.12618 0.166
H 1.65014 0.53450 -2.88068 0.193
H 0.65583 -0.79848 -2.10081 0.286
H 0.02210 0.69497 -4.64792 0.203
H -1.20085 -0.26970 -3.85072 0.359
H 0.32420 -2.12859 -3.87875 0.336
H 1.07727 -0.02200 -6.33089 0.262
H 3.18533 -1.59499 -3.84799 0.246
H 2.36333 -2.94621 -4.15755 0.349
H -1.83157 3.80145 0.73170 0.817
H -0.82443 3.67979 -0.67922 1.332
H -2.70460 3.42456 -1.85173 0.493
H -3.06771 1.84449 -1.23933 0.583
H 0.11528 3.88269 1.40055 1.133
H 1.34283 2.72071 1.06439 -0.265
H 1.29936 1.76729 3.07335 0.989
H 0.29608 4.48848 4.01978 0.414
H 1.53846 3.34338 4.61698 0.367
H 2.50934 3.72205 -0.47141 0.091
H 4.24871 4.21619 -0.39843 0.416
H 3.53788 3.27453 0.88762 0.459
H -1.06522 3.70355 6.07926 0.256
H 0.64530 3.44982 6.57420 0.326
H -0.64538 2.75289 7.51507 0.504
H -2.59555 0.88029 5.87170 0.208
H -1.65991 0.75481 7.41605 0.619
H -1.59258 -0.57125 6.25317 0.170
C 2.65219 -2.98814 5.38407 -0.886
N 1.51950 -2.61673 4.50149 0.834
O 0.88366 -1.60851 4.74546 -0.494
O 1.29752 -3.35310 3.56600 -0.448
H 2.74819 -2.25532 6.17824 0.362
H 2.43664 -3.97226 5.79196 0.333
H 3.54333 -3.00093 4.75964 0.245
C 2.51171 5.25810 -3.77313 -0.685
N 2.19396 3.81668 -3.97826 0.830
O 2.03016 3.12452 -2.98429 -0.430
O 2.11880 3.42884 -5.11712 -0.528
H 2.54611 5.46026 -2.70781 0.189
H 3.47664 5.44853 -4.23475 0.297
H 1.72671 5.83722 -4.25172 0.302
C 3.92510 -4.78893 1.14540 -0.915
N 4.42960 -4.48663 2.51103 1.136
O 4.36281 -3.32626 2.86939 -0.631
O 4.86397 -5.40631 3.16560 -0.605
H 3.57377 -3.86619 0.69954 0.308
H 4.74482 -5.20525 0.57179 0.330
H 3.11209 -5.50407 1.24426 0.332
C 7.27897 -3.65946 -1.84451 -0.773
N 6.15108 -3.35428 -0.92304 0.826
O 5.08660 -3.03390 -1.41217 -0.421
O 6.37025 -3.44177 0.26797 -0.505
H 6.93536 -3.53734 -2.86559 0.249
H 8.08224 -2.96330 -1.61978 0.304
H 7.58544 -4.68519 -1.65820 0.318
C -1.93136 -6.73117 1.90753 -0.779
N -1.82583 -5.24910 1.87357 0.994
O -2.73324 -4.60905 2.36600 -0.583
O -0.83246 -4.77991 1.34960 -0.459
H -2.85951 -7.00270 2.39756 0.305
H -1.92065 -7.08268 0.88199 0.188
H -1.07590 -7.10832 2.46235 0.318
C 4.43672 -0.75562 -8.14170 -0.568
N 5.56651 -1.13203 -9.03584 0.881
O 5.30152 -1.44084 -10.17861 -0.525
O 6.68082 -1.10342 -8.55290 -0.536
H 3.51048 -0.82602 -8.69937 0.304
H 4.43542 -1.44768 -7.30475 0.132
H 4.60880 0.26296 -7.80687 0.279
C -3.58212 -8.60510 -2.67238 -0.718
N -3.24768 -8.15980 -1.29236 0.833
O -3.45562 -6.99594 -1.00782 -0.484
O -2.78798 -8.99334 -0.54195 -0.502
H -3.97978 -7.75986 -3.22294 0.322
H -2.66605 -8.96944 -3.12899 0.280
H -4.32142 -9.39696 -2.58996 0.287
C -2.34678 8.04959 -0.50317 -0.665
N -1.29411 7.78656 -1.52313 0.937
O -1.65728 7.53623 -2.65328 -0.537
O -0.14169 7.83892 -1.14673 -0.530
H -3.31903 7.96697 -0.97654 0.299
H -2.23269 7.30421 0.27926 0.191
H -2.18949 9.05254 -0.11625 0.308
C -7.49182 3.93612 0.70136 -0.736
N -8.78067 4.37163 1.30512 0.914
O -9.79167 4.17800 0.66585 -0.532
O -8.72186 4.89109 2.39981 -0.538
H -7.69148 3.49284 -0.26743 0.316
H -6.86382 4.81753 0.60149 0.280
H -7.04533 3.20932 1.37477 0.284
C 3.94881 -4.96484 -5.42735 -0.812
N 2.85482 -4.66000 -4.46544 0.952
O 1.78509 -4.31155 -4.92385 -0.565
O 3.10781 -4.77996 -3.28590 -0.521
H 3.57766 -4.81351 -6.43489 0.325
H 4.77079 -4.28799 -5.21177 0.272
H 4.24101 -5.99995 -5.27298 0.286

***

[5]
50
Properties=species:S:1:pos:R:3:mulliken_charge:R:1 method="wB97M-V/def2-TZVPD" mol_weight_g_mol=378.903 total_charge=0 e_lumo_ev=0.069 homo_ev=-8.391 max_force_ha_per_bohr=0.0135 total_energy_ha=-1535.24785
C 4.08914 3.27380 -1.68646 -1.121
C 4.20739 1.75674 -1.58857 -0.672
N 2.98199 1.15922 -1.08414 0.346
C 2.15251 0.52767 -1.95961 0.285
O 2.39261 0.45089 -3.14977 -0.674
C 0.94759 -0.12504 -1.35870 0.232
C 1.06892 -0.99097 -0.25608 -0.330
C -0.03218 -1.61622 0.25823 -1.372
C -1.30647 -1.40625 -0.29841 1.053
C -2.49330 -2.01002 0.18995 0.345
Cl -2.44031 -3.06927 1.56027 -0.263
C -3.67715 -1.74372 -0.43060 0.535
C -3.67151 -0.87074 -1.54881 0.539
N -2.61564 -0.29535 -2.03367 -0.756
C -1.43218 -0.54715 -1.43028 -0.481
C -0.27876 0.06979 -1.94532 -0.319
C -5.06192 -0.72764 -2.08530 -0.672
C -5.94613 -1.24445 -0.94077 -0.633
C -5.06345 -2.22596 -0.15116 -0.926
C 2.61050 1.44965 0.24844 -0.662
C 1.39443 2.06113 0.52764 -0.165
C 1.04717 2.32901 1.83779 -1.411
C 1.89446 2.01659 2.89129 1.479
C 1.49417 2.31960 4.30201 -1.571
C 3.12699 1.41727 2.61270 0.788
C 4.07117 1.06583 3.72118 -1.848
C 3.46786 1.14146 1.29813 -0.289
H 3.27831 3.54155 -2.35943 0.291
H 5.01455 3.69340 -2.07153 0.424
H 3.88810 3.70464 -0.70720 0.274
H 5.03752 1.48622 -0.93081 0.292
H 4.37917 1.32795 -2.57810 0.486
H 2.04194 -1.17092 0.17521 0.595
H 0.06402 -2.28358 1.10150 0.381
H -0.38190 0.70623 -2.81020 0.529
H -5.28501 0.29790 -2.37332 0.305
H -5.16109 -1.35337 -2.97565 0.253
H -6.85825 -1.71428 -1.30395 0.317
H -6.22729 -0.41111 -0.29516 0.295
H -5.29256 -2.23611 0.91450 0.407
H -5.17662 -3.24686 -0.52671 0.268
H 0.72703 2.32491 -0.27829 0.661
H 0.09689 2.79979 2.04426 0.320
H 2.21446 2.98891 4.77157 0.331
H 0.51477 2.78967 4.33101 0.381
H 1.45739 1.40613 4.89485 0.333
H 3.60190 0.37250 4.41827 0.346
H 4.35201 1.95690 4.28168 0.348
H 4.97423 0.60483 3.32979 0.383
H 4.41325 0.66185 1.08854 0.343

***

[6]
15
Properties=species:S:1:pos:R:3:mulliken_charge:R:1 method="wB97M-V/def2-TZVPD" mol_weight_g_mol=115.112 total_charge=+1 e_lumo_ev=-5.725 de_lowest_ev=3.694 homo_ev=-13.641 max_force_ha_per_bohr=0.0695 total_energy_ha=-416.22396
C 2.91218 0.22783 -0.06672 0.536
C -0.84160 0.53391 -0.05430 0.228
C 0.48106 0.31269 -0.13517 0.902
C -1.15170 2.01455 0.03084 -1.231
N 1.71962 0.29243 0.03953 -0.289
N 0.12894 -2.27766 -0.03813 -0.636
O 4.02633 0.12418 0.10394 -0.219
O -1.71321 -0.43193 -0.08316 -0.401
H -1.82140 2.34697 -0.85360 0.324
H -0.29472 2.72858 0.12605 0.332
H -1.69421 2.12334 0.87859 0.409
H -0.12645 -2.76272 -0.83442 0.219
H -0.09483 -2.95127 0.63863 0.238
H -2.60702 -0.22498 0.20874 0.387
H 1.07702 -2.05594 0.03920 0.200

***

[7]
9
Properties=species:S:1:pos:R:3:mulliken_charge:R:1 method="wB97M-V/def2-TZVPD" mol_weight_g_mol=171.224 total_charge=0 e_lumo_ev="-2.955 / -2.915" de_lowest_ev=3.472 homo_ev="-9.232 / -9.250" max_force_ha_per_bohr=0.0797 total_energy_ha=-1513.57686
C -1.77732 -0.73395 1.37224 0.312
N 0.29254 0.02446 0.45751 -0.173
O 1.70279 -2.02231 1.44283 -0.417
O 1.84602 -1.53791 -0.97228 -0.495
O -0.56118 -0.05061 1.51287 -0.165
S -3.05419 -0.39757 2.36061 -0.210
S -1.66760 -2.09701 0.33461 -0.145
S 1.11357 -1.50768 0.27854 0.975
H 0.01848 0.22783 -0.46391 0.317

***

[8]
20
Properties=species:S:1:pos:R:3:mulliken_charge:R:1 method="wB97M-V/def2-TZVPD" mol_weight_g_mol=107.153 total_charge=0 e_lumo_ev=0.854 de_lowest_ev=1.888 homo_ev=-9.382 max_force_ha_per_bohr=0.0769 total_energy_ha=-365.37311
C -1.58638 1.17221 1.19552 -1.158
C -1.38464 -0.20159 0.48592 0.202
N -1.08239 -0.09405 -0.96887 -0.570
C -0.10498 -0.79981 1.11841 -0.740
C 1.11280 0.33491 1.28157 -0.491
O 1.36798 1.01822 0.14265 -0.488
H -1.47622 1.00767 2.35245 0.239
H -0.74661 1.79536 0.86012 0.360
H -2.56087 1.64639 1.06753 0.353
H -2.27840 -0.91638 0.58582 0.307
H -1.38619 -0.89563 -1.39415 0.189
H -1.36680 0.64900 -1.58067 0.175
H 0.07670 -1.61588 0.40211 0.298
H -0.27757 -1.27256 2.06806 0.419
H 2.15566 -0.19951 1.36821 0.294
H 0.92143 1.03410 2.19299 0.221
H 0.74272 0.68736 -0.52396 0.391
O 2.41665 -1.36175 -3.63009 -0.648
H 2.42812 -0.93961 -2.75539 0.334
H 3.02899 -1.04846 -4.26822 0.311